Record 1
Here is an isolated molecule of BrIO2S2 at a distorted geometry from the Open Molecules 2025 dataset. Energies are from ωB97M-V with the def2-TZVPD basis set.

Properties
Relative energy (zero: lowest compared OMol25 entry of this formula, charge and spin)   0.1605 eV
F_max   2.18 eV/A
E_tot   -3818.514547 hartree
Orbital gap   8.25 eV
HOMO energy   -9.35 eV
Molecular weight   302.94 g/mol

Geometry (Å):
O1 -1.330 0.538 -1.060
O2 -0.172 1.383 1.030
S1 -0.385 1.646 -0.343
S2 -1.051 -1.179 -1.064
Br1 -1.128 -1.778 1.015
I1 1.552 0.844 -1.653


Record 2
Here is a structure of composition BrMn2 from the Open Molecules 2025 dataset. Energies are from ωB97M-V with the def2-TZVPD basis set.

Properties
Relative energy (zero: lowest compared OMol25 entry of this formula, charge and spin)   0.3927 eV
F_max   0.99 eV/A
E_tot   -4874.650912 hartree
Orbital gap (alpha / beta)   9.13 / 9.08 eV
Multiplicity   11
HOMO energy (alpha / beta)   -25.28 / -25.38 eV
Molecular weight   189.78 g/mol
Expectation value of S²   30.007
Net charge   +3

Geometry (Å):
Mn1 -14.107 3.641 -1.500
Mn2 -11.514 0.929 0.360
Br1 -12.783 3.161 0.643


Record 3
Here is a structure of composition BrMn2 from the Open Molecules 2025 dataset. Energies are from ωB97M-V with the def2-TZVPD basis set.

Properties
Relative energy (zero: lowest compared OMol25 entry of this formula, charge and spin)   0.0065 eV
F_max   0.05 eV/A
E_tot   -4874.665106 hartree
Orbital gap (alpha / beta)   8.79 / 9.16 eV
Multiplicity   11
HOMO energy (alpha / beta)   -24.94 / -25.03 eV
Molecular weight   189.78 g/mol
Expectation value of S²   30.005
Net charge   +3

Geometry (Å):
Mn1 -22.903 22.167 22.026
Mn2 -18.010 23.187 22.270
Br1 -20.412 22.571 21.739


Record 4
Here is a structure of composition BrPt2 at a distorted geometry from the Open Molecules 2025 dataset. Energies are from ωB97M-V with the def2-TZVPD basis set.

Properties
Relative energy (zero: lowest compared OMol25 entry of this formula, charge and spin)   3.0414 eV
F_max   9.73 eV/A
E_tot   -2810.823933 hartree
Orbital gap (alpha / beta)   10.29 / 7.22 eV
Multiplicity   5
HOMO energy (alpha / beta)   -27.75 / -28.15 eV
Molecular weight   470.06 g/mol
Expectation value of S²   6.011
Net charge   +3

Geometry (Å):
Pt1 -1.722 -0.362 -0.506
Pt2 1.488 0.049 1.027
Br1 0.233 0.313 -0.520


Record 5
Here is a cluster of 13 separate species, C101H217N11O13 in total at a distorted geometry from the Open Molecules 2025 dataset. Energies are from ωB97M-V with the def2-TZVPD basis set.

Properties
Relative energy (zero: lowest compared OMol25 entry of this formula, charge and spin)   0.0000 eV
F_max   3.62 eV/A
E_tot   -5558.337684 hartree
Orbital gap   8.74 eV
HOMO energy   -8.29 eV
Molecular weight   1793.91 g/mol

Geometry (Å):
C1 -4.472 0.508 0.051
O1 -5.248 1.539 0.628
H1 -3.769 0.774 -0.698
H2 -3.994 -0.063 0.835
H3 -5.162 -0.175 -0.412
H4 -4.658 2.151 1.103
C2 4.775 2.682 0.402
O2 5.426 3.814 -0.240
H5 5.340 2.439 1.287
H6 3.741 2.923 0.691
H7 4.751 1.831 -0.299
H8 4.716 3.968 -0.882
C3 1.290 -1.866 -6.538
C4 1.018 -3.146 -7.332
C5 2.343 -3.630 -7.965
C6 3.288 -4.354 -6.971
C7 2.551 -5.558 -6.452
C8 1.222 -5.252 -5.812
N1 0.492 -4.394 -6.747
O3 -0.772 -4.131 -6.198
C9 0.410 -6.499 -5.563
C10 1.413 -4.595 -4.342
C11 0.191 -2.836 -8.591
H9 1.713 -1.171 -7.261
H10 2.118 -1.962 -5.815
H11 0.426 -1.412 -6.027
H12 2.161 -4.229 -8.844
H13 2.856 -2.727 -8.302
H14 3.416 -3.622 -6.165
H15 4.165 -4.641 -7.510
H16 3.109 -6.130 -5.744
H17 2.410 -6.228 -7.290
H18 0.153 -6.981 -6.544
H19 1.056 -7.182 -5.001
H20 -0.518 -6.266 -5.007
H21 0.461 -4.284 -3.956
H22 1.802 -5.345 -3.680
H23 2.100 -3.763 -4.417
H24 -0.900 -2.621 -8.291
H25 0.182 -3.615 -9.311
H26 0.576 -1.971 -9.137
H27 -0.683 -3.514 -5.428
C12 -4.940 -2.383 -2.140
C13 -4.723 -3.754 -2.825
C14 -3.225 -4.102 -2.839
C15 -2.969 -5.568 -3.228
C16 -3.737 -6.530 -2.298
C17 -5.263 -6.293 -2.205
N2 -5.374 -4.820 -2.002
O4 -6.758 -4.537 -1.984
C18 -5.959 -6.789 -3.429
C19 -5.788 -7.009 -0.974
C20 -5.342 -3.702 -4.255
H28 -6.059 -2.161 -2.054
H29 -4.671 -1.665 -2.900
H30 -4.423 -2.100 -1.228
H31 -2.788 -3.388 -3.563
H32 -3.007 -3.897 -1.780
H33 -1.947 -5.826 -3.332
H34 -3.411 -5.734 -4.238
H35 -3.321 -6.451 -1.244
H36 -3.563 -7.556 -2.697
H37 -6.107 -7.881 -3.442
H38 -6.980 -6.347 -3.558
H39 -5.334 -6.553 -4.277
H40 -5.558 -8.064 -1.006
H41 -5.297 -6.659 -0.082
H42 -6.908 -6.913 -0.906
H43 -6.375 -3.987 -4.281
H44 -4.732 -4.273 -4.969
H45 -5.487 -2.668 -4.660
H46 -6.939 -4.079 -1.157
C21 -5.494 6.212 0.711
C22 -4.058 5.787 1.042
C23 -3.202 7.068 1.250
C24 -1.853 6.854 1.914
C25 -2.062 6.221 3.255
C26 -2.921 4.878 3.121
N3 -4.221 5.175 2.391
O5 -4.799 3.871 2.197
C27 -2.065 3.719 2.591
C28 -3.415 4.523 4.523
C29 -3.515 4.885 -0.031
H47 -5.630 6.919 -0.084
H48 -5.961 6.633 1.577
H49 -6.131 5.296 0.425
H50 -3.037 7.465 0.259
H51 -3.743 7.758 1.891
H52 -1.401 7.883 2.038
H53 -1.142 6.241 1.369
H54 -2.577 6.815 3.983
H55 -1.087 5.916 3.713
H56 -2.645 2.910 2.101
H57 -1.259 3.914 1.819
H58 -1.647 3.248 3.541
H59 -3.727 3.498 4.714
H60 -2.596 4.783 5.231
H61 -4.291 5.115 4.709
H62 -2.437 4.655 -0.047
H63 -3.681 5.340 -1.019
H64 -3.961 3.898 -0.168
H65 -5.721 3.893 2.569
C30 0.573 4.064 -4.569
C31 2.086 4.361 -4.439
C32 2.541 4.629 -3.028
C33 2.461 3.405 -2.119
C34 3.201 2.163 -2.720
C35 2.804 1.891 -4.166
N4 2.936 3.151 -4.931
O6 2.553 2.862 -6.260
C36 3.830 0.949 -4.734
C37 1.467 1.112 -4.258
C38 2.507 5.541 -5.314
H66 0.115 3.488 -3.799
H67 0.252 3.419 -5.393
H68 0.028 5.030 -4.550
H69 3.553 4.953 -3.131
H70 1.942 5.511 -2.686
H71 1.427 3.094 -2.086
H72 2.866 3.622 -1.165
H73 2.846 1.226 -2.247
H74 4.317 2.213 -2.646
H75 3.643 0.582 -5.752
H76 4.855 1.365 -4.826
H77 3.931 0.115 -4.054
H78 1.591 0.154 -3.805
H79 0.717 1.605 -3.658
H80 1.040 0.916 -5.244
H81 2.147 6.491 -4.949
H82 2.134 5.446 -6.324
H83 3.558 5.517 -5.253
H84 3.340 3.001 -6.787
C39 -1.052 -1.726 0.047
C40 0.125 -0.966 -0.613
C41 -0.373 0.343 -1.219
C42 -0.717 1.338 -0.127
C43 0.557 1.583 0.625
C44 1.086 0.357 1.312
N5 1.254 -0.687 0.277
O7 1.622 -1.897 0.981
C45 2.529 0.681 1.795
C46 0.155 -0.056 2.472
C47 0.687 -1.949 -1.595
H85 -1.710 -2.062 -0.791
H86 -1.700 -1.216 0.768
H87 -0.665 -2.564 0.633
H88 0.411 0.830 -1.865
H89 -1.246 0.131 -1.798
H90 -1.500 0.934 0.543
H91 -1.118 2.265 -0.565
H92 0.343 2.317 1.429
H93 1.338 1.872 -0.099
H94 2.817 -0.021 2.583
H95 3.159 0.583 0.946
H96 2.463 1.677 2.195
H97 -0.884 0.315 2.355
H98 0.004 -1.135 2.559
H99 0.418 0.347 3.471
H100 0.792 -2.928 -1.153
H101 1.606 -1.601 -1.990
H102 0.023 -2.094 -2.421
H103 2.605 -1.856 1.091
C48 -4.671 -4.342 3.750
C49 -4.637 -3.062 2.848
C50 -6.073 -2.631 2.557
C51 -6.717 -1.837 3.707
C52 -5.808 -0.573 3.965
C53 -4.461 -1.015 4.406
N6 -3.884 -1.795 3.295
O8 -2.579 -2.198 3.744
C54 -3.573 0.331 4.367
C55 -4.492 -1.617 5.805
C56 -3.938 -3.361 1.572
H104 -5.328 -4.247 4.645
H105 -3.733 -4.752 4.029
H106 -5.223 -4.974 3.062
H107 -6.091 -2.116 1.607
H108 -6.747 -3.524 2.510
H109 -6.710 -2.513 4.577
H110 -7.775 -1.579 3.533
H111 -6.209 0.038 4.746
H112 -5.677 -0.093 3.026
H113 -3.346 0.669 3.354
H114 -4.103 1.087 4.949
H115 -2.593 0.165 4.887
H116 -3.549 -2.086 6.006
H117 -4.642 -0.747 6.524
H118 -5.282 -2.318 6.023
H119 -4.158 -2.570 0.868
H120 -4.278 -4.358 1.287
H121 -2.842 -3.480 1.572
H122 -2.003 -1.913 3.003
C57 6.543 -3.578 2.527
C58 6.674 -2.716 1.270
C59 7.937 -2.975 0.431
C60 7.944 -2.364 -0.957
C61 6.718 -2.887 -1.770
C62 5.393 -2.625 -1.048
N7 5.535 -3.065 0.412
O9 4.311 -2.775 1.086
C63 4.894 -1.190 -1.192
C64 4.324 -3.492 -1.693
C65 6.609 -1.281 1.820
H123 7.465 -3.599 3.082
H124 6.360 -4.663 2.345
H125 5.858 -3.234 3.269
H126 8.803 -2.647 0.984
H127 8.129 -4.027 0.363
H128 8.872 -2.653 -1.469
H129 7.955 -1.284 -0.921
H130 6.864 -3.885 -2.033
H131 6.664 -2.303 -2.660
H132 5.608 -0.421 -0.946
H133 4.633 -0.923 -2.199
H134 4.004 -0.968 -0.480
H135 4.491 -4.519 -1.813
H136 3.355 -3.475 -1.153
H137 4.041 -3.171 -2.681
H138 6.635 -0.480 1.097
H139 7.468 -1.099 2.452
H140 5.729 -1.152 2.492
H141 4.070 -3.662 1.330
C66 -4.812 -0.122 -6.174
C67 -3.658 0.633 -5.528
C68 -3.076 1.485 -6.663
C69 -2.182 2.638 -6.207
C70 -2.905 3.487 -5.176
C71 -3.551 2.645 -4.064
N8 -4.312 1.585 -4.652
O10 -4.994 0.859 -3.649
C72 -2.492 2.177 -3.085
C73 -4.540 3.620 -3.411
C74 -2.628 -0.238 -4.900
H142 -5.482 0.655 -6.526
H143 -5.390 -0.685 -5.491
H144 -4.443 -0.804 -6.951
H145 -2.370 0.816 -7.228
H146 -3.839 1.787 -7.394
H147 -1.891 3.196 -7.067
H148 -1.272 2.145 -5.817
H149 -3.707 3.954 -5.756
H150 -2.271 4.252 -4.721
H151 -1.935 3.047 -2.659
H152 -2.789 1.562 -2.268
H153 -1.697 1.493 -3.502
H154 -5.037 3.325 -2.483
H155 -3.982 4.512 -3.220
H156 -5.274 3.934 -4.196
H157 -2.876 -0.638 -3.925
H158 -1.685 0.212 -4.815
H159 -2.549 -1.113 -5.562
H160 -5.944 1.038 -3.808
C75 4.676 7.230 5.574
C76 4.305 7.486 4.106
C77 5.463 7.041 3.214
C78 5.053 6.927 1.724
C79 3.862 5.950 1.655
C80 2.663 6.490 2.448
N9 3.178 6.607 3.822
O11 2.069 7.231 4.535
C81 2.143 7.779 1.713
C82 1.589 5.390 2.478
C83 4.106 8.948 3.932
H161 5.598 7.685 5.807
H162 4.776 6.184 5.858
H163 3.921 7.703 6.219
H164 6.248 7.823 3.280
H165 5.853 6.121 3.532
H166 5.913 6.657 1.019
H167 4.736 7.919 1.467
H168 4.028 4.958 2.076
H169 3.525 5.806 0.615
H170 2.806 8.063 0.907
H171 1.181 7.616 1.244
H172 1.902 8.645 2.310
H173 0.838 5.660 3.216
H174 1.219 5.120 1.482
H175 2.021 4.452 2.878
H176 3.251 9.340 4.513
H177 4.005 9.208 2.901
H178 4.967 9.408 4.380
H179 2.072 6.657 5.306
C84 0.744 -3.951 3.589
C85 0.618 -5.284 3.039
C86 -0.707 -5.846 3.567
C87 -1.082 -7.124 2.866
C88 -1.140 -6.842 1.342
C89 0.236 -6.330 0.752
N10 0.573 -5.160 1.570
O12 1.805 -4.631 1.082
C90 1.256 -7.528 0.736
C91 0.061 -5.792 -0.690
C92 1.718 -6.187 3.587
H180 0.503 -3.998 4.694
H181 -0.045 -3.373 3.064
H182 1.713 -3.388 3.551
H183 -0.629 -5.997 4.632
H184 -1.408 -5.042 3.336
H185 -2.037 -7.550 3.221
H186 -0.386 -7.904 3.187
H187 -1.826 -6.022 1.114
H188 -1.494 -7.715 0.801
H189 1.473 -8.080 1.625
H190 0.927 -8.180 -0.075
H191 2.257 -7.235 0.418
H192 -0.192 -6.513 -1.433
H193 -0.495 -4.864 -0.708
H194 1.073 -5.487 -1.099
H195 1.755 -6.029 4.680
H196 2.730 -5.963 3.330
H197 1.610 -7.273 3.379
H198 1.511 -3.732 0.920
C93 0.247 1.623 8.710
C94 0.986 1.902 7.431
C95 0.823 3.372 7.046
C96 1.691 3.860 5.897
C97 3.107 3.438 6.209
C98 3.442 1.987 6.574
N11 2.448 1.638 7.614
O13 2.587 0.179 7.795
C99 3.314 1.107 5.312
C100 4.871 1.888 7.182
C101 0.243 0.995 6.390
H199 -0.692 2.233 8.678
H200 0.769 2.052 9.575
H201 -0.065 0.639 8.917
H202 -0.217 3.311 6.826
H203 1.016 3.918 7.985
H204 1.608 4.950 5.810
H205 1.409 3.422 4.950
H206 3.509 4.085 7.059
H207 3.746 3.721 5.348
H208 4.214 1.208 4.701
H209 3.182 0.070 5.623
H210 2.519 1.340 4.615
H211 4.891 2.123 8.271
H212 5.322 0.920 6.967
H213 5.442 2.648 6.609
H214 0.472 1.278 5.359
H215 -0.846 1.185 6.438
H216 0.470 -0.068 6.579
H217 2.703 0.113 8.760